No. 1
# C21H18ClNO4S

C21H18ClNO4S in the gas phase (ωB97M-V/def2-TZVPD, the OMol25 dataset).

Properties
- LUMO (eV) = 0.20
- frontier orbital gap (eV) = 9.53
- E_tot (eV) = -55107.544
- net charge = 0
- ΔE to the lowest compared entry with this formula, charge and spin (kJ/mol) = 1.54
- HOMO level (eV) = -9.33
- SMILES = O=C(O)c1ccc(CN(Cc2ccccc2)S(=O)(=O)c2ccc(Cl)cc2)cc1

```
46
C21H18ClNO4S ωB97M-V/def2-TZVPD
O -4.1395 1.8031 4.1898
C -3.1356 1.1459 4.0706
O -2.4344 0.7215 5.1338
C -2.5532 0.7282 2.7765
C -3.2047 1.1013 1.6033
C -2.6887 0.7315 0.3768
C -1.5205 -0.0180 0.3019
C -0.9246 -0.3812 -1.0313
N 0.2893 0.3790 -1.2483
C 0.1432 1.7928 -1.5280
C -0.7556 2.0701 -2.7054
C -0.5015 1.4480 -3.9222
C -1.3309 1.6727 -5.0062
C -2.4186 2.5227 -4.8854
C -2.6755 3.1457 -3.6764
C -1.8497 2.9161 -2.5888
S 1.5530 -0.4623 -1.9294
O 2.5258 0.4839 -2.3867
O 1.0862 -1.4746 -2.8343
C 2.1743 -1.2731 -0.4563
C 2.7730 -0.4940 0.5162
C 3.2052 -1.0792 1.6927
C 3.0244 -2.4450 1.8755
Cl 3.5495 -3.1779 3.3440
C 2.4298 -3.2291 0.8962
C 2.0029 -2.6324 -0.2784
C -0.8722 -0.3878 1.4764
C -1.3807 -0.0210 2.7064
H -2.8649 1.0229 5.9490
H -4.1111 1.6829 1.6773
H -3.1925 1.0238 -0.5330
H -1.6467 -0.2024 -1.8380
H -0.6380 -1.4342 -1.0526
H -0.2369 2.2873 -0.6271
H 1.1524 2.1552 -1.7373
H 0.3463 0.7837 -4.0071
H -1.1276 1.1846 -5.9475
H -3.0652 2.6985 -5.7323
H -3.5229 3.8082 -3.5774
H -2.0528 3.4002 -1.6435
H 2.8972 0.5615 0.3362
H 3.6753 -0.4897 2.4637
H 2.3043 -4.2885 1.0544
H 1.5431 -3.2079 -1.0664
H 0.0381 -0.9664 1.4176
H -0.8788 -0.3103 3.6162
```

***

No. 2
# C21H18EuN4O3S5

A molecular structure, C21H18EuN4O3S5 (ωB97M-V/def2-TZVPD, the OMol25 dataset).

Properties
- LUMO (alpha / beta) (eV) = 4.37 / 4.42
- frontier orbital gap (alpha / beta) (eV) = 4.86 / 6.34
- multiplicity = 8
- E_tot (eV) = -107680.527
- net charge = -2
- ΔE to the lowest compared entry with this formula, charge and spin (kJ/mol) = 0.00
- HOMO level (alpha / beta) (eV) = -0.48 / -1.92

```
52
C21H18EuN4O3S5 ωB97M-V/def2-TZVPD
Eu -0.0916 0.1397 2.1194
C 2.1566 -2.2626 5.1169
O 1.5801 -3.4860 4.8058
C 1.4434 -3.8912 3.5168
C 1.8584 -5.1855 3.2112
C 1.8202 -5.6484 1.8786
C 1.4329 -4.7038 0.9233
C 0.9257 -3.4973 1.1779
C 0.5260 -2.6193 0.0511
N 0.2504 -1.3869 0.0571
N -0.3288 -0.8707 -1.1674
C -1.4379 -0.2828 -0.7499
O -1.8381 -0.1416 0.4085
C -2.3150 0.3068 -1.8119
C -3.6182 0.6995 -1.5078
C -4.3521 1.3938 -2.4627
C -3.7880 1.7195 -3.6920
C -2.4683 1.3248 -4.0315
C -1.7455 0.6473 -3.0831
C 0.9325 -3.0652 2.5382
O 0.5928 -1.8332 2.9097
H 2.6194 -2.5429 6.2425
H 1.5414 -1.4800 5.2536
H 2.9742 -1.9719 4.3716
H 2.2638 -5.8340 3.9915
H 2.1667 -6.5943 1.5297
H 1.5375 -5.0183 -0.1603
H 0.4284 -3.0748 -0.9215
H -3.9773 0.5813 -0.5098
H -5.3762 1.6715 -2.1332
H -4.3107 2.3347 -4.3973
H -1.9357 1.5130 -5.0086
H -0.7724 0.4480 -3.3092
S 1.4408 1.3557 4.0797
S 0.4037 2.9024 3.3073
S -1.4545 2.8442 4.0928
S -2.4956 1.2781 3.4615
N 0.1508 4.3909 -3.9694
C 1.3138 3.7764 -3.4487
S 2.7953 3.9702 -4.3540
C 1.2195 3.1425 -2.1446
C 2.1337 2.1868 -1.6458
C 1.8293 1.4567 -0.5207
N 0.6896 1.6255 0.1882
C -0.2191 2.5271 -0.2596
C -0.0235 3.2470 -1.4462
H 0.4549 4.5201 -4.9136
H -0.6764 3.9340 -3.7999
H 3.0803 2.1023 -2.1914
H 2.5795 0.7296 -0.1500
H -1.1238 2.6541 0.3146
H -0.7929 3.9670 -1.7574
```

***

No. 3
# C21H18N2O4S

C21H18N2O4S in the gas phase (ωB97M-V/def2-TZVPD, the OMol25 dataset).

Properties
- LUMO (eV) = -0.25
- frontier orbital gap (eV) = 8.03
- E_tot (eV) = -44076.906
- net charge = 0
- ΔE to the lowest compared entry with this formula, charge and spin (kJ/mol) = 3.52
- HOMO level (eV) = -8.28
- SMILES = O=C(O)c1ccc2cc(C(=O)Nc3cccn([C@@H]4CCSC4)c3=O)ccc2c1

```
46
C21H18N2O4S ωB97M-V/def2-TZVPD
O 2.2000 -5.3130 -6.3197
C 3.1045 -4.6258 -5.9212
O 4.3790 -4.8100 -6.3253
C 2.9589 -3.4863 -4.9751
C 4.0719 -2.7124 -4.5605
C 3.8928 -1.6775 -3.6922
C 2.6031 -1.3598 -3.1938
C 2.3927 -0.2900 -2.2933
C 1.1401 -0.0076 -1.8227
C 0.9945 1.1206 -0.8453
O 1.6153 2.1607 -0.9580
N 0.1088 0.8751 0.1639
C -0.2596 1.7406 1.1912
C 0.1824 3.0074 1.4013
C -0.3217 3.7410 2.5101
C -1.2236 3.1736 3.3353
N -1.6728 1.8927 3.1323
C -2.6690 1.3159 4.0468
C -3.9821 2.0908 4.0797
C -4.8012 1.4277 5.1737
S -3.6334 1.1023 6.5404
C -2.1537 1.2112 5.4836
C -1.2364 1.1147 2.0775
O -1.6519 -0.0285 1.8852
C 0.0309 -0.7896 -2.2308
C 0.2063 -1.8193 -3.1078
C 1.4950 -2.1341 -3.6074
C 1.7040 -3.2019 -4.5099
H 4.3662 -5.5585 -6.9377
H 5.0544 -2.9525 -4.9397
H 4.7366 -1.0797 -3.3708
H 3.2286 0.3219 -1.9773
H -0.3320 -0.0327 0.2421
H 0.9063 3.4406 0.7299
H 0.0130 4.7501 2.6973
H -1.6370 3.6863 4.1908
H -2.8560 0.3161 3.6604
H -3.8008 3.1381 4.3322
H -4.4842 2.0509 3.1119
H -5.6014 2.0645 5.5446
H -5.2338 0.4900 4.8264
H -1.5329 0.3267 5.6122
H -1.5702 2.0877 5.7636
H -0.9607 -0.5517 -1.8667
H -0.6398 -2.4094 -3.4371
H 0.8688 -3.8066 -4.8404
```

***

No. 4
# C21H18N2O4S

C21H18N2O4S in the gas phase (ωB97M-V/def2-TZVPD, the OMol25 dataset).

Properties
- LUMO (eV) = -0.14
- frontier orbital gap (eV) = 8.16
- E_tot (eV) = -44076.843
- net charge = 0
- ΔE to the lowest compared entry with this formula, charge and spin (kJ/mol) = 9.65
- HOMO level (eV) = -8.29
- SMILES = O=C(O)c1ccc2cc(C(=O)Nc3cccn([C@@H]4CCSC4)c3=O)ccc2c1

```
46
C21H18N2O4S ωB97M-V/def2-TZVPD
O -8.2039 -1.5529 1.6172
C -7.5190 -2.5040 1.3427
O -8.0502 -3.7061 1.0351
C -6.0325 -2.5006 1.3020
C -5.2925 -3.6622 0.9691
C -3.9314 -3.6170 0.9439
C -3.2381 -2.4179 1.2485
C -1.8257 -2.3462 1.2317
C -1.1849 -1.1775 1.5305
C 0.3143 -1.1300 1.4718
O 1.0187 -1.8428 2.1598
N 0.7962 -0.1872 0.6108
C 2.1302 0.1332 0.3670
C 3.2254 -0.4221 0.9452
C 4.5168 0.0413 0.5698
C 4.6335 1.0176 -0.3514
N 3.5322 1.5832 -0.9428
C 3.7027 2.6438 -1.9427
C 4.5314 2.2216 -3.1514
C 4.6823 3.4832 -3.9852
S 4.9570 4.8453 -2.7955
C 4.3558 3.8977 -1.3628
C 2.2444 1.1925 -0.6302
O 1.2543 1.7007 -1.1558
C -1.9263 -0.0122 1.8422
C -3.2885 -0.0577 1.8765
C -3.9788 -1.2588 1.5787
C -5.3900 -1.3307 1.5987
H -9.0109 -3.5994 1.0911
H -5.8184 -4.5773 0.7385
H -3.3579 -4.5006 0.6923
H -1.2491 -3.2318 0.9928
H 0.1516 0.3494 0.0433
H 3.1072 -1.2037 1.6785
H 5.4035 -0.3822 1.0157
H 5.5888 1.4057 -0.6718
H 2.6960 2.8893 -2.2739
H 5.5150 1.8657 -2.8357
H 4.0403 1.4216 -3.7073
H 5.5278 3.4350 -4.6675
H 3.7793 3.6821 -4.5611
H 3.6413 4.4905 -0.7950
H 5.1927 3.6436 -0.7120
H -1.4027 0.9085 2.0680
H -3.8620 0.8252 2.1305
H -5.9757 -0.4554 1.8500
```

***

No. 5
# C21H18N2OPdS2SbSe4

A molecular structure, C21H18N2OPdS2SbSe4 (ωB97M-V/def2-TZVPD, the OMol25 dataset).

Properties
- LUMO (eV) = 0.69
- frontier orbital gap (eV) = 5.55
- E_tot (eV) = -320172.019
- net charge = -1
- ΔE to the lowest compared entry with this formula, charge and spin (kJ/mol) = 0.00
- HOMO level (eV) = -4.86

```
50
C21H18N2OPdS2SbSe4 ωB97M-V/def2-TZVPD
Pd -0.9940 0.6010 -0.9146
Se 3.8992 -2.6072 -4.3403
Sb 2.4290 -0.8173 -4.8024
Se -1.1702 -1.1809 -2.5963
Se 0.8194 -0.0340 -2.8286
Se 2.9136 0.7443 -6.5074
C -0.5565 4.4135 1.6371
S -1.1002 3.4220 0.2449
O -1.2265 2.0300 0.8421
C 0.4318 3.3835 -0.6694
C 1.4842 2.5998 -0.2162
C 2.6096 2.4676 -1.0141
C 2.6694 3.1055 -2.2476
C 1.6046 3.8757 -2.6934
C 0.4710 4.0108 -1.9054
H 0.2567 3.9001 2.1473
H -1.4135 4.5328 2.2975
H -0.2316 5.3835 1.2624
H 1.3928 2.0478 0.7113
H 3.4230 1.8319 -0.6896
H 3.5324 2.9666 -2.8861
H 1.6390 4.3290 -3.6749
H -0.3968 4.5497 -2.2652
N 0.2387 -0.4351 0.1673
C -0.1546 -1.4468 0.8132
C -1.5613 -1.9547 0.8343
C -1.8245 -3.3036 0.6076
C -3.1317 -3.7584 0.5295
C -4.1890 -2.8718 0.6930
C -3.9337 -1.5319 0.9475
C -2.6252 -1.0759 1.0251
C 0.8687 -2.2114 1.5997
C 0.5563 -2.8048 2.8193
C 1.5298 -3.4819 3.5407
C 2.8196 -3.5865 3.0397
C 3.1327 -3.0096 1.8153
C 2.1638 -2.3233 1.0999
H -0.9984 -3.9891 0.4616
H -3.3266 -4.8043 0.3274
H -5.2098 -3.2255 0.6194
H -4.7497 -0.8314 1.0707
H -2.4292 -0.0315 1.2388
H -0.4536 -2.7310 3.2043
H 1.2796 -3.9316 4.4938
H 3.5770 -4.1233 3.5976
H 4.1331 -3.1017 1.4111
H 2.3883 -1.8726 0.1419
S -4.8821 2.7712 -1.3246
C -3.3910 2.2411 -1.6907
N -2.3134 1.8697 -1.9745
```

***

Among the records above, which one has the highest ΔE to the lowest compared entry with this formula, charge and spin? number 4

***

net charge of number 5 (C21H18N2OPdS2SbSe4)? -1